The following is a quantum chemistry calculation of a cluster of 10 separate species, C2H26NO9S in total in a non-equilibrium geometry, from OMol25.

Last column: natural (NBO) charge in e.
CARTESIAN COORDINATES (ANGSTROEM)
S1 0.8242 -3.5427 2.0771  0.00
O1 -1.2564 3.8512 -0.2674  -1.02
O2 1.8678 -0.5405 0.2850  -1.02
O3 4.0062 1.1657 -0.9323  -0.98
O4 -0.6016 0.0607 3.4757  -1.09
O5 3.4756 0.2420 2.8082  -1.07
O6 -1.4479 -0.2554 -3.8240  -1.02
O7 -3.2153 1.1752 -2.2520  -1.03
O8 1.2071 0.1542 -3.2828  -0.97
O9 -2.0884 1.7062 1.1766  -1.04
N1 -0.9681 -0.7151 0.0572  -0.77
C1 -0.1417 -3.0443 0.6585  -0.61
C2 -1.1834 -1.9804 0.9239  -0.28
H1 4.4116 0.1823 2.5620  0.47
H2 -2.0498 4.3570 -0.5072  0.48
H3 -4.0014 1.1390 -1.6660  0.47
H4 2.2749 -0.4440 1.1563  0.51
H5 -2.1466 -2.3263 0.5392  0.20
H6 0.2419 -4.7434 2.3690  0.13
H7 -0.5640 0.2505 4.4197  0.45
H8 -1.6774 2.4983 0.7512  0.49
H9 0.3385 0.1506 -3.7602  0.49
H10 -1.3107 -1.4869 1.8805  0.26
H11 3.4395 0.5568 3.7238  0.45
H12 -1.5141 1.7272 1.9593  0.46
H13 -1.4816 0.1050 0.4228  0.46
H14 -3.6022 1.6029 -3.0235  0.46
H15 4.6727 1.7211 -0.5409  0.47
H16 0.0540 -0.5183 0.0176  0.46
H17 1.3833 -0.7702 -3.5264  0.45
H18 -1.9723 -0.5451 -4.5769  0.47
H19 0.5612 -2.6401 -0.0784  0.25
H20 -2.0329 0.2360 -3.2207  0.50
H21 0.3128 0.2731 3.2464  0.42
H22 4.1127 1.1197 -1.8803  0.48
H23 2.5518 -0.5834 -0.4049  0.50
H24 -0.6148 4.4462 0.1556  0.46
H25 -1.2611 -0.7974 -0.9259  0.41
H26 -0.6039 -3.7877 0.0041  0.24

The calculated total energy is -33245.69725 eV. The gap between HOMO and LUMO (alpha / beta) comes out at 2.18 / 9.51 eV. As for the expectation value of S²: 0.751. For the LUMO energy (alpha / beta), the calculation gives 0.2 / 0.3 eV. As for the spin multiplicity: 2.